Formula: CH8NOSi
Source: OMol25
Level of theory: ωB97M-V with the def2-TZVPD basis set

```
12
Properties=species:S:1:pos:R:3:mulliken_charge:R:1
C 0.034 0.813 -0.129 -0.392
N 1.274 0.741 -1.009 -0.391
O -0.517 -0.365 -0.223 -0.162
Si -1.278 -1.288 0.890 0.244
H -0.577 1.651 -0.510 0.325
H 0.435 0.978 0.856 0.371
H 1.834 1.537 -0.566 0.402
H 1.123 0.568 -2.078 0.393
H 1.737 -0.155 -0.645 0.359
H -0.612 -1.717 2.205 -0.067
H -2.216 -0.330 1.340 -0.055
H -1.236 -2.434 -0.131 -0.026
```

Results
**E**: -12573.9877 eV
**SMILES string**: [NH3+]CO[SiH3]
**Energy above the lowest of the compared OMol25 structures with the same formula, charge and spin**: 0.437 eV
**Net charge**: +1
**Max |F|**: 2.77 eV Å⁻¹
**LUMO**: -4.03 eV
**Highest occupied orbital energy**: -14.97 eV

Formula: C4H12
Source: OMol25
Level of theory: ωB97M-V with the def2-TZVPD basis set

```
16
Properties=species:S:1:pos:R:3:mulliken_charge:R:1
C 0.732 0.290 1.344 -0.671
C 1.316 0.263 2.748 -1.020
H 1.439 0.880 0.730 0.300
H 0.556 -0.839 1.065 0.196
H -0.265 0.656 1.414 0.314
H 0.530 -0.138 3.358 0.309
H 1.648 1.314 3.003 0.291
H 2.137 -0.479 2.784 0.275
C -0.503 0.399 -2.117 -0.575
C -1.496 -0.827 -1.915 -0.934
H -0.233 0.759 -1.103 0.102
H 0.370 0.135 -2.780 0.269
H -1.125 1.073 -2.800 0.254
H -2.227 -0.370 -1.367 0.297
H -1.741 -1.406 -2.929 0.277
H -1.138 -1.711 -1.435 0.315
```

Results
**E**: -4341.2375 eV
**SMILES string**: CC.CC
**Energy above the lowest of the compared OMol25 structures with the same formula, charge and spin**: 1.291 eV
**Net charge**: 0
**Max |F|**: 4.79 eV Å⁻¹
**LUMO**: 1.07 eV
**Highest occupied orbital energy**: -11.33 eV

Formula: C3H3CaFO2
Source: OMol25
Level of theory: ωB97M-V with the def2-TZVPD basis set

```
10
Properties=species:S:1:pos:R:3:mulliken_spin:R:1
F 0.474 -4.645 -1.523 0.238
H -3.213 -4.121 -1.748 -0.001
H -0.580 -3.282 -1.762 0.028
O -1.522 -1.341 -1.056 0.122
O -3.354 -2.370 -0.550 -0.073
C -1.575 -2.471 -1.943 0.055
C -2.845 -3.080 -1.613 0.057
C -2.605 -1.306 -0.307 0.424
H -1.415 -2.145 -2.979 0.041
Ca -3.167 0.290 1.245 0.109
```

Results
**2S+1**: 2
**E**: -28397.0334 eV
**Energy above the lowest of the compared OMol25 structures with the same formula, charge and spin**: 4.528 eV
**Net charge**: +1
**⟨S²⟩**: 0.813
**Max |F|**: 2.54 eV Å⁻¹
**LUMO (alpha / beta)**: -6.53 / -6.58 eV
**Highest occupied orbital energy (alpha / beta)**: -10.68 / -10.85 eV

Formula: C4H8NO2
Source: OMol25
Level of theory: ωB97M-V with the def2-TZVPD basis set

```
15
Properties=species:S:1:pos:R:3:mulliken_charge:R:1
C -1.172 -0.652 -0.941 -1.591
C -0.401 0.134 0.085 0.823
C -0.317 1.571 -0.227 -1.533
N 1.024 -0.484 0.139 -0.498
C 1.627 -0.717 1.391 0.509
O 2.160 -1.900 1.718 -0.776
O 1.838 0.387 2.101 -0.738
H -1.555 -1.609 -0.521 0.346
H -0.541 -0.865 -1.830 0.421
H -2.001 -0.150 -1.407 0.405
H -0.729 -0.029 1.092 0.316
H 0.670 1.928 0.061 0.420
H -0.167 1.717 -1.318 0.317
H -1.247 2.027 0.010 0.367
H 0.810 -1.358 -0.352 0.214
```

Results
**E**: -9863.4556 eV
**SMILES string**: CC(C)NC(=O)[O-]
**Energy above the lowest of the compared OMol25 structures with the same formula, charge and spin**: 1.331 eV
**Net charge**: -1
**Max |F|**: 5.71 eV Å⁻¹
**LUMO**: 3.67 eV
**Highest occupied orbital energy**: -3.57 eV

Formula: C5H19NO4S
Source: OMol25
Level of theory: ωB97M-V with the def2-TZVPD basis set

```
30
Properties=species:S:1:pos:R:3:mulliken_charge:R:1
C 1.393 1.060 1.015 0.363
N 0.227 1.898 0.765 -0.296
C -0.835 1.498 -0.142 -0.117
C -0.402 0.718 -1.398 -0.389
S -1.669 0.496 -2.675 -0.273
C -1.756 0.613 0.751 -0.634
O -2.884 0.037 0.107 -0.551
C 1.511 0.647 2.497 -1.309
H 2.279 1.673 0.832 0.489
H 1.338 0.193 0.377 -0.519
H 0.337 2.890 0.858 0.234
H -1.388 2.397 -0.404 0.485
H 0.444 1.239 -1.850 0.377
H -0.040 -0.270 -1.125 0.036
H -2.790 0.726 -1.984 0.153
H -2.050 1.192 1.625 0.313
H -1.100 -0.226 1.022 0.216
H -2.694 -0.920 0.109 0.485
H 1.261 -0.415 2.593 0.345
H 2.450 0.861 2.994 0.331
H 0.706 1.123 3.059 0.337
H 2.014 -1.404 -2.905 0.294
H 1.857 0.039 -2.527 0.307
O 2.031 -0.822 -2.131 -0.624
H 1.980 -3.029 0.295 0.284
H 1.993 -1.736 -0.515 0.304
O 1.445 -2.248 0.111 -0.572
H -1.175 -2.463 -0.259 0.295
H -2.350 -3.162 -0.923 0.307
O -2.131 -2.604 -0.171 -0.672
```

Results
**E**: -26007.7588 eV
**SMILES string**: CCN[C@H](CO)CS.O.O.O
**Energy above the lowest of the compared OMol25 structures with the same formula, charge and spin**: 1.119 eV
**Net charge**: 0
**Max |F|**: 1.73 eV Å⁻¹
**LUMO**: 0.20 eV
**Highest occupied orbital energy**: -8.14 eV

Formula: C4H11NO2S
Source: OMol25
Level of theory: ωB97M-V with the def2-TZVPD basis set

```
19
Properties=species:S:1:pos:R:3:mulliken_charge:R:1
C 1.628 -0.294 -0.277 -0.754
C 0.209 0.557 -0.221 0.458
C -0.762 0.202 -1.316 -0.561
C -0.698 0.578 1.044 -0.806
H 0.838 -2.228 -0.385 0.327
H 1.205 -1.820 1.158 0.282
H 1.864 -0.346 -1.458 0.281
H 2.417 0.411 0.221 0.428
H -0.326 3.020 -0.111 0.147
H -0.324 0.514 -2.332 0.304
H -1.638 0.918 -1.281 0.307
H -1.214 -1.327 -0.258 0.377
H -1.527 1.243 1.224 0.471
H -0.075 0.721 1.973 0.401
H -1.483 -0.883 2.151 0.347
N 1.584 -1.677 0.213 -0.667
O -1.343 -1.172 -1.356 -0.557
O -1.240 -0.719 1.170 -0.558
S 0.885 2.300 -0.159 -0.227
```

Results
**E**: -20743.9123 eV
**SMILES string**: NCC(S)(CO)CO
**Energy above the lowest of the compared OMol25 structures with the same formula, charge and spin**: 3.391 eV
**Net charge**: 0
**Max |F|**: 5.19 eV Å⁻¹
**LUMO**: 0.20 eV
**Highest occupied orbital energy**: -9.25 eV